[1]
Here is the molecule C14H20N2O4 in a non-equilibrium geometry from OMol25. Energies are from ωB97M-V/def2-TZVPD.

The gap between HOMO and LUMO is 0.3361 Ha. The value obtained for the LUMO energy is 0.576 eV. As for the charge: 0. The relative energy (zero: lowest compared OMol25 entry of this formula, charge and spin) is 79.9 kcal/mol. For the electronic energy, the calculation gives -26011.196 eV. The structure (SMILES) is CC(C)[C@H](N)C(=O)N[C@@H](Cc1ccc(O)cc1)C(=O)O. As for the largest force on an atom: 4.180 eV/Å. Its HOMO energy is -8.570 eV.

Last column: Mulliken charge in e.
Cartesian coordinates (Å):
C1 -4.016 -1.298 -0.862  -1.51
C2 -3.251 -1.010 0.453  0.21
C3 -2.208 -1.991 0.777  -1.49
C4 -2.615 0.320 0.361  0.47
N1 -3.588 1.390 0.182  -0.71
C5 -1.707 0.482 -0.965  -0.27
O1 -2.099 0.516 -2.133  -0.69
N2 -0.401 0.644 -0.696  -0.01
C6 0.157 1.439 0.359  0.17
C7 0.831 0.349 1.350  0.01
C8 2.038 -0.281 0.769  0.17
C9 2.089 -0.925 -0.518  0.04
C10 3.328 -1.155 -1.192  -0.91
C11 4.482 -0.670 -0.651  0.67
O2 5.695 -1.002 -1.140  -0.55
C12 4.467 -0.192 0.662  -0.48
C13 3.325 0.079 1.377  -0.83
C14 1.093 2.326 -0.342  -0.04
O3 1.688 1.966 -1.308  -0.55
O4 1.223 3.539 0.128  -0.48
H1 -4.724 -0.496 -1.115  0.32
H2 -3.415 -1.514 -1.743  0.30
H3 -4.565 -2.247 -0.724  0.44
H4 -4.149 -1.020 1.133  0.43
H5 -2.732 -2.959 1.001  0.39
H6 -1.392 -1.688 1.431  0.27
H7 -1.654 -2.101 -0.195  0.30
H8 -1.965 0.477 1.165  0.57
H9 -4.303 1.529 0.847  0.22
H10 -3.899 1.609 -0.794  0.22
H11 0.196 0.604 -1.553  0.46
H12 -0.546 2.105 0.923  0.62
H13 0.201 -0.511 1.547  -0.31
H14 1.200 0.800 2.259  0.48
H15 1.136 -1.160 -1.077  0.33
H16 3.324 -1.531 -2.169  0.44
H17 6.127 -1.274 -0.338  0.32
H18 5.465 0.171 1.065  0.24
H19 3.385 0.671 2.270  0.34
H20 1.779 4.010 -0.543  0.40

[2]
Here is a cluster of 6 separate species, C21H56N2O16P2S6 in total in a non-equilibrium geometry from OMol25. Energies are from ωB97M-V/def2-TZVPD.

The gap between HOMO and LUMO is 0.3063 Ha. The value obtained for the LUMO energy is 0.180 eV. As for the charge: 0. For the electronic energy, the calculation gives -142010.091 eV. The structure (SMILES) is NCCCP(CCC(N)=O)[PH2]=S.CCOS(C)(=O)=O.CCOS(C)(=O)=O.CCOS(C)(=O)=O.CCOS(C)(=O)=O.CCOS(C)(=O)=O. As for the largest force on an atom: 4.706 eV/Å. Its HOMO energy is -8.153 eV.

Last column: Mulliken charge in e.
Cartesian coordinates (Å):
N1 -5.367 0.045 4.118  -0.42
C1 -5.302 -1.056 3.103  -0.33
C2 -4.619 -0.547 1.732  -0.43
C3 -3.874 -1.698 0.896  -0.77
P1 -1.965 -1.688 1.114  -0.05
C4 -1.687 -1.535 2.980  0.28
C5 -0.478 -2.423 3.548  -0.43
C6 -0.961 -3.823 4.199  0.40
N2 -2.187 -3.965 5.016  -0.59
O1 -0.275 -4.861 3.983  -0.52
P2 -1.139 0.029 0.034  0.16
S1 -0.681 1.473 1.286  -0.49
H1 -4.813 0.866 3.820  0.23
H2 -4.920 -0.247 5.008  0.22
H3 -4.819 -1.988 3.548  0.06
H4 -6.401 -1.331 2.869  0.26
H5 -5.493 -0.169 1.076  0.35
H6 -3.953 0.359 1.923  0.23
H7 -4.096 -1.501 -0.212  0.33
H8 -4.279 -2.728 1.165  0.37
H9 -2.647 -1.939 3.478  -0.54
H10 -1.599 -0.424 3.248  0.50
H11 0.381 -2.577 2.802  0.21
H12 -0.004 -1.841 4.428  0.13
H13 -2.962 -4.018 4.322  0.32
H14 -2.375 -3.093 5.542  0.33
H15 0.093 -0.284 -0.667  0.09
H16 -2.036 0.594 -0.935  0.08
C7 -7.371 5.141 7.001  -0.97
C8 -8.427 4.216 7.578  -0.35
O2 -8.636 3.072 6.749  -0.27
S2 -7.535 1.887 6.779  1.19
C9 -8.487 0.675 5.911  -0.88
O3 -7.359 1.448 8.140  -0.66
O4 -6.422 2.268 5.951  -0.55
H17 -6.386 4.671 7.015  0.29
H18 -7.311 6.067 7.578  0.38
H19 -7.598 5.384 5.959  0.26
H20 -8.173 3.913 8.597  0.32
H21 -9.380 4.749 7.628  0.27
H22 -9.357 0.410 6.512  0.35
H23 -7.854 -0.200 5.760  0.30
H24 -8.788 1.086 4.948  0.30
C10 4.681 1.686 -3.148  -0.70
C11 4.198 1.609 -1.711  -0.27
O5 3.593 2.833 -1.291  -0.32
S3 2.099 3.171 -1.807  1.19
C12 1.784 4.520 -0.708  -1.11
O6 1.226 2.079 -1.462  -0.46
O7 2.178 3.688 -3.149  -0.57
H25 3.842 1.769 -3.842  0.04
H26 5.249 0.791 -3.414  0.38
H27 5.312 2.566 -3.297  0.26
H28 3.511 0.769 -1.569  0.26
H29 5.055 1.439 -1.055  0.30
H30 1.764 4.147 0.315  0.32
H31 0.815 4.945 -0.972  0.37
H32 2.564 5.269 -0.836  0.37
C13 0.583 -0.699 -9.044  -0.99
C14 1.363 0.552 -8.688  -0.27
O8 0.808 1.215 -7.551  -0.28
S4 1.081 0.589 -6.086  1.22
C15 0.516 1.973 -5.141  -0.84
O9 2.503 0.447 -5.897  -0.59
O10 0.175 -0.508 -5.875  -0.63
H33 0.686 -1.461 -8.269  0.28
H34 0.944 -1.124 -9.983  0.37
H35 -0.483 -0.477 -9.140  0.31
H36 2.421 0.325 -8.523  0.20
H37 1.310 1.256 -9.522  0.29
H38 1.171 2.822 -5.327  0.32
H39 0.551 1.696 -4.087  0.13
H40 -0.510 2.201 -5.430  0.45
C16 5.133 -3.113 -6.461  -1.09
C17 5.378 -2.030 -7.495  0.13
O11 5.870 -2.573 -8.723  -0.29
S5 4.827 -3.322 -9.706  1.19
C18 5.883 -3.411 -11.123  -0.97
O12 3.736 -2.428 -9.996  -0.57
O13 4.606 -4.657 -9.220  -0.61
H41 4.311 -3.766 -6.762  0.30
H42 4.877 -2.673 -5.495  0.37
H43 6.019 -3.742 -6.343  0.31
H44 4.474 -1.438 -7.669  -0.02
H45 6.144 -1.347 -7.122  0.25
H46 6.091 -2.402 -11.476  0.31
H47 5.359 -3.978 -11.894  0.37
H48 6.803 -3.926 -10.846  0.34
C19 3.487 -2.859 6.037  -0.91
C20 4.669 -1.909 6.022  -0.36
O14 4.289 -0.604 5.580  -0.26
S6 3.488 0.354 6.606  1.18
C21 3.644 1.852 5.678  -0.94
O15 4.250 0.479 7.821  -0.64
O16 2.102 -0.033 6.616  -0.57
H49 2.758 -2.568 6.796  0.29
H50 3.813 -3.878 6.257  0.41
H51 2.972 -2.849 5.073  0.19
H52 5.150 -1.860 7.003  0.33
H53 5.416 -2.278 5.315  0.28
H54 4.695 2.132 5.629  0.32
H55 3.073 2.625 6.194  0.37
H56 3.234 1.694 4.681  0.32

[3]
Here is a structure of composition C7H4F19Mg2N3O13S6 in a non-equilibrium geometry from OMol25. Energies are from ωB97M-V/def2-TZVPD.

The expectation value of S² is 0.75. The gap between HOMO and LUMO (alpha / beta) is 0.1898 / 0.3762 Ha. The value obtained for the LUMO energy (alpha / beta) is 1.817 / 1.800 eV. As for the charge: -1. For the electronic energy, the calculation gives -165943.422 eV. As for the largest force on an atom: 6.878 eV/Å. Its HOMO energy (alpha / beta) is -3.347 / -8.437 eV. Its multiplicity is 2.

Last column: Mulliken charge in e.
Cartesian coordinates (Å):
Mg1 1.070 0.719 -0.057  0.26
Mg2 -1.371 -2.068 0.907  0.67
C1 -2.251 1.911 -0.819  0.59
F1 -2.007 0.645 -1.017  0.21
F2 -1.703 2.375 -1.971  -0.26
F3 -3.541 2.166 -0.700  -0.19
S1 -1.314 2.492 0.673  0.84
O1 -1.848 3.779 1.130  -0.63
O2 -1.695 1.366 1.577  -0.51
N1 0.403 2.413 0.102  -0.01
S2 0.731 3.961 0.040  0.88
O3 -0.112 4.703 -0.887  -0.61
O4 1.004 4.709 1.256  -0.61
C2 2.520 3.937 -0.884  0.54
F4 3.107 5.123 -0.893  -0.21
F5 3.360 3.100 -0.299  -0.22
F6 2.218 3.500 -2.158  -0.23
C3 2.624 2.138 3.634  0.69
F7 3.291 2.807 2.718  -0.20
F8 3.544 2.042 4.647  -0.23
F9 1.510 2.886 4.001  -0.20
S3 2.006 0.380 2.978  0.69
O5 2.531 -0.678 3.875  -0.51
O6 0.563 0.506 3.087  -0.53
N2 2.357 0.330 1.198  -0.06
S4 3.807 -0.386 1.200  0.90
O7 4.422 -0.210 -0.094  -0.68
O8 4.710 0.001 2.286  -0.58
C4 3.415 -2.344 1.284  0.64
F10 4.595 -2.918 0.919  -0.23
F11 3.076 -2.816 2.487  -0.18
F12 2.486 -2.763 0.354  -0.18
C5 -5.424 -3.425 0.644  0.56
F13 -5.065 -4.474 -0.047  -0.19
F14 -6.733 -3.250 0.675  -0.18
F15 -4.988 -3.597 1.931  -0.22
S5 -4.410 -1.955 -0.241  0.83
O9 -5.186 -1.786 -1.468  -0.54
O10 -4.494 -0.856 0.651  -0.59
N3 -2.629 -2.379 -0.412  -0.28
S6 -2.621 -2.582 -1.965  0.87
O11 -3.563 -3.630 -2.380  -0.65
O12 -2.555 -1.390 -2.849  -0.62
C6 -0.945 -3.613 -2.179  0.48
F16 0.030 -2.915 -1.556  -0.07
F17 -1.145 -4.750 -1.550  -0.22
F18 -0.724 -3.810 -3.464  -0.22
F19 -0.121 -0.796 0.158  -0.17
C7 0.866 0.103 -2.900  -0.45
O13 1.665 0.499 -1.831  0.05
H1 0.493 -0.912 -2.762  -0.02
H2 0.070 0.837 -3.015  0.20
H3 1.457 0.126 -3.816  0.39
H4 2.517 0.745 -2.198  0.17

Q: Which of these has the lowest charge?
A: C7H4F19Mg2N3O13S6